1.
A cluster of 9 separate species, C46H48N2O28 in total. Source: the Open Molecules 2025 dataset; level of theory: ωB97M-V with the def2-TZVPD basis set.

SMILES string: O=C1C=C(O)C(=O)C=C1O.O=C1C=C(O)C(=O)C=C1O.O=C1C=C(O)C(=O)C=C1O.O=C1C=C(O)C(=O)C=C1O.O=C1C=C(O)C(=O)C=C1O.O=C1C=C(O)C(=O)C=C1O.CN(C)C=O.CN(C)C=O.COCCOC
HOMO energy: -9.266 eV
Max |F|: 6.8 eV/Å
Charge: 0

XYZ file:
```
124
Properties=species:S:1:pos:R:3:forces:R:3
C 22.090390 3.606290 0.877910 0.333 1.124 0.654
C 15.538210 5.582940 7.345660 1.001 4.299 -1.224
H 24.393510 6.659760 0.265720 0.243 0.148 0.288
C 17.127200 14.479120 6.109270 1.084 -1.447 -0.359
C 19.974240 10.780570 4.959110 -0.841 3.524 -0.426
O 17.854060 5.499330 6.513470 -3.635 -2.445 2.552
H 25.047030 3.923030 -1.782610 -0.473 -0.546 0.100
C 14.387320 3.672580 8.347840 -0.166 2.176 0.700
C 23.127660 3.541170 -0.171370 -1.269 -4.063 -2.441
C 16.779290 3.561550 7.582440 -0.144 -2.370 0.768
H 18.167920 6.597700 2.950740 -0.435 0.013 -0.047
C 16.203930 8.607610 1.001430 0.624 -0.361 1.148
C 18.704340 8.689460 5.257200 1.086 0.427 -0.787
H 22.709770 13.055420 8.315740 -0.134 -0.128 0.210
O 25.585490 9.070750 -1.367990 -0.194 -0.396 1.111
C 20.048760 7.973080 5.019430 -1.876 -1.079 1.227
C 17.821100 10.850020 8.025500 0.035 -0.823 1.686
C 25.270250 9.746840 -0.401750 0.400 0.040 1.158
O 15.656210 1.758950 8.646920 1.373 -0.546 -0.278
C 13.195510 13.008140 6.055510 0.542 -1.374 1.374
C 24.597720 12.022400 0.317320 -0.684 1.016 -0.600
O 14.954960 16.371490 8.250330 -1.266 0.884 0.930
H 23.161580 11.768210 7.177490 0.245 0.215 -0.235
C 15.490160 15.998080 7.260720 2.608 -1.729 -2.457
H 13.717450 17.296380 6.485710 -0.417 0.452 0.432
C 15.614910 7.109750 3.053910 0.653 -1.325 -1.024
H 16.312070 12.390870 10.877420 0.414 -1.124 0.356
H 20.003390 15.967300 2.771630 -0.526 0.223 0.646
C 15.317740 16.569630 5.845610 -2.648 -0.441 -0.608
H 18.562570 7.973290 1.925570 -0.229 0.472 0.250
H 14.973320 1.702980 9.319320 -0.799 -0.098 0.022
O 24.857780 11.582950 -1.875690 0.373 0.173 -0.841
C 13.679330 11.670590 6.749260 -1.845 1.922 2.987
O 23.139500 2.554790 -1.018940 0.430 4.098 3.288
H 16.736900 14.293870 8.087490 -0.231 0.428 0.311
O 24.691300 10.109710 3.395720 0.818 -0.728 -3.467
C 17.875290 7.136400 2.049480 -0.279 -0.020 -0.099
O 22.652440 6.914620 2.381240 0.850 -3.511 -1.840
H 22.209600 15.330290 7.004760 -0.210 -0.141 0.339
H 13.570120 5.643010 8.012630 0.019 0.169 0.171
O 13.333110 11.392060 7.922390 0.162 1.052 -2.538
H 18.679880 11.446560 7.717720 -0.530 0.589 -0.154
O 21.996720 13.337630 6.389330 -1.489 -1.220 -0.050
O 20.026850 12.148330 4.685830 -1.905 -1.831 -0.173
C 15.657610 2.980740 8.145220 1.644 0.150 -0.416
H 21.540300 11.803910 7.761680 -0.327 0.435 -0.051
C 15.917830 16.082600 4.738060 0.251 1.423 0.660
H 23.011290 14.720520 4.175330 -0.870 -0.510 -0.735
H 19.188330 6.300170 5.316230 -0.713 -0.400 0.340
C 25.170110 9.472220 1.065630 0.103 -0.238 1.151
H 23.630160 14.422300 6.416640 0.421 0.839 -0.247
C 14.612970 10.917470 6.057340 1.532 -1.123 -2.692
C 21.269550 10.158340 5.014590 0.026 -3.513 -0.912
C 15.001680 11.277260 4.798140 2.435 -4.410 0.784
C 16.475140 12.079510 9.845650 0.570 0.936 -1.219
H 18.461300 13.369750 5.289810 0.362 -0.054 -0.793
H 22.047180 8.113470 4.801030 0.396 0.265 0.042
O 20.946970 15.406810 4.510940 1.853 -1.504 0.649
O 15.487950 6.943630 6.946910 -0.862 -2.779 1.259
H 21.348200 2.822670 0.916860 0.137 -0.132 0.041
O 20.072580 6.606710 5.102380 0.511 1.422 -0.628
H 25.194450 10.901430 -2.462010 0.160 -0.495 -0.406
O 15.870030 6.144780 3.793830 -0.526 2.285 -1.061
C 22.330430 15.214140 4.868790 0.587 0.350 1.496
O 12.326390 13.720760 6.822120 0.920 0.184 -1.916
O 23.946430 12.563720 2.602830 1.580 -3.779 -3.657
O 15.829730 10.430540 4.126690 -0.468 -0.726 1.218
O 19.245700 9.828900 10.304180 -0.830 0.832 0.245
H 16.250840 10.711330 3.310960 -0.489 0.996 -0.266
C 21.146840 8.698370 4.918020 1.211 -1.031 0.101
C 18.352730 10.663460 10.452610 1.535 -0.468 -0.333
C 20.891290 16.178360 3.367600 -0.248 1.015 -1.619
O 15.091130 12.870830 3.025870 -0.371 -2.217 2.523
C 16.879040 4.909150 7.109050 1.250 1.465 -1.983
O 17.471900 14.631320 3.718180 0.025 -0.211 1.444
C 23.871030 5.760930 0.558140 0.103 0.079 -0.218
O 22.355990 10.649370 4.931790 0.769 1.580 0.368
C 24.041900 4.690310 -0.280700 0.100 1.271 -0.300
H 24.222350 10.851570 3.784730 -0.384 0.622 0.312
H 21.322390 5.261640 3.492970 0.284 0.718 -0.029
H 16.903090 10.929300 7.443200 0.280 0.586 0.037
C 16.482600 14.880670 7.217200 0.009 -0.122 -0.049
H 21.649260 16.032860 2.597910 0.741 -0.689 0.340
H 18.121030 6.513340 1.189540 -0.411 -0.321 -0.059
O 17.993160 13.442200 6.124780 -0.768 0.474 1.273
C 22.570110 14.621410 6.259360 -0.151 -0.921 -0.004
H 15.193710 9.016810 0.991430 0.016 -0.397 -0.060
C 24.962560 11.149220 -0.637870 -1.260 1.741 0.507
H 21.011050 17.233200 3.614710 -0.466 0.302 0.061
N 17.522600 11.085760 9.496530 -1.314 0.489 -1.121
H 20.716540 12.630040 5.148300 1.216 0.080 0.564
C 14.674520 12.452910 4.143890 -1.358 5.865 -3.120
O 13.452290 3.200390 8.968000 0.320 -0.564 -0.332
C 13.773470 13.345220 4.872810 -1.649 0.449 1.253
H 24.293990 12.967710 -0.107590 -0.018 0.354 0.478
C 24.753740 10.386550 2.008810 0.429 -3.441 2.790
H 25.519950 8.545860 1.496750 -0.058 -0.320 -0.313
N 16.451580 7.577630 2.064850 1.811 0.182 -0.264
C 22.874430 5.870460 1.709930 0.850 1.848 -1.259
H 22.822440 16.174070 5.025520 -0.159 0.677 -0.333
H 16.911260 9.429460 1.112530 -0.078 0.403 0.707
O 24.852950 4.775710 -1.386540 -0.475 0.676 1.568
H 13.474850 14.277190 4.416020 0.208 0.057 -0.255
H 15.503690 11.871090 9.397370 0.083 -0.471 0.056
C 14.474830 5.056120 7.953810 -1.074 0.379 -0.772
C 24.362560 11.708300 1.697520 -1.285 5.426 1.829
H 17.945450 10.746880 4.842120 -0.306 -0.409 0.222
H 14.976940 9.985040 6.462920 -0.019 -0.079 0.093
O 14.162150 17.343190 5.636210 2.104 -0.717 0.614
C 18.807480 10.108010 4.965210 0.776 1.897 0.081
C 16.931750 15.020340 4.742800 -1.033 1.790 -1.042
C 22.367310 12.453170 7.474240 0.451 0.917 -0.510
C 22.026870 4.641160 1.771050 -0.531 -0.034 0.753
H 14.656790 7.635000 2.918540 -0.283 -0.223 0.768
O 21.090340 4.735230 2.724440 -0.703 -1.569 -0.550
H 12.160190 13.260620 7.648100 0.168 -0.611 0.399
H 17.613140 2.875280 7.571010 0.418 0.250 -0.191
H 16.777440 13.041840 9.432560 0.053 0.050 -0.318
O 17.663920 8.206920 5.622200 0.017 -0.667 0.051
H 15.674600 16.675670 3.868860 -0.001 -0.604 -0.594
H 16.302460 7.210060 6.514240 0.740 -0.238 -0.383
H 18.219330 11.287040 11.350130 -0.036 -0.570 0.510
H 18.177810 9.832720 7.864430 -0.217 -0.202 0.504
H 16.569440 8.262480 0.034270 -0.780 -0.697 -0.140
```
Positions in Å, forces in eV/Å.

---

2.
An isolated molecule of C5H7N. Source: the Open Molecules 2025 dataset; level of theory: ωB97M-V with the def2-TZVPD basis set.

SMILES string: C1=C[C@@H]2N[C@@H]2C1
Relative energy (zero: lowest compared OMol25 entry of this formula, charge and spin): 339.89 kJ/mol
HOMO energy: -8.683 eV
Max |F|: 2.6 eV/Å
Charge: 0

XYZ file:
```
13
Properties=species:S:1:pos:R:3:forces:R:3
H 0.553850 -1.645404 -1.145342 -1.121 -0.694 1.062
H 1.374961 1.927934 -0.293193 -0.040 0.619 0.670
C 1.154939 -0.217652 0.426218 -0.220 0.249 -0.354
H -1.743366 -0.551469 -1.290189 -0.036 0.404 -0.051
C 0.131306 -1.043673 -0.314353 -0.972 -1.049 1.071
C -1.091709 -0.264732 -0.466990 0.025 0.471 -0.511
H -1.296451 1.986760 -0.471356 0.295 0.161 -0.338
N -1.345841 -1.068043 0.678240 1.753 -1.851 -0.616
C -0.636894 1.140557 -0.338060 0.556 0.515 -0.263
H -0.983433 -0.615720 1.520866 -0.018 -0.018 -0.310
H 2.217481 -0.455499 0.277335 -0.436 -0.051 -0.372
H 0.982111 -0.321450 1.512362 0.289 0.380 -0.361
C 0.683045 1.128385 -0.095540 -0.074 0.864 0.374
```
Positions in Å, forces in eV/Å.

---

3.
The ion BrH2S2 with charge +1. Source: the Open Molecules 2025 dataset; level of theory: ωB97M-V with the def2-TZVPD basis set.

HOMO energy: -15.559 eV
Max |F|: 1.2 eV/Å
Charge: +1

XYZ file:
```
5
Properties=species:S:1:pos:R:3:forces:R:3
H -1.580346 0.963090 0.264916 0.715 -0.314 0.332
S 1.234043 0.887931 0.133225 -0.052 0.050 0.380
H 1.873156 -0.325634 0.010139 -0.756 0.442 -0.172
Br -0.849494 -1.814203 0.119515 -0.211 0.847 -0.006
S -0.677359 0.288817 -0.527795 0.304 -1.025 -0.534
```
Positions in Å, forces in eV/Å.

---

4.
A cluster of 3 separate species, C5H14NO in total. Source: the Open Molecules 2025 dataset; level of theory: ωB97M-V with the def2-TZVPD basis set.

Relative energy (zero: lowest compared OMol25 entry of this formula, charge and spin): 440.49 kJ/mol
HOMO energy: -12.651 eV
Max |F|: 4.4 eV/Å
Charge: +1

XYZ file:
```
21
Properties=species:S:1:pos:R:3:forces:R:3
C -0.409852 2.015574 0.829333 2.831 0.436 -2.652
H -2.288962 2.801347 0.483582 -0.338 -0.370 0.896
H 1.038353 -0.000465 1.364526 0.364 0.361 1.962
H -1.845224 1.683467 -0.617946 0.329 -0.530 -3.010
H -0.044812 3.422349 2.248607 -0.672 2.962 0.047
H 1.031338 -4.533383 -2.421031 -0.257 0.910 0.514
C 0.557617 -1.205089 -0.222306 1.007 3.922 -0.125
O 0.829372 -1.372368 -1.457382 0.972 0.403 -0.380
H -2.240141 0.873016 0.813683 -0.022 1.930 0.146
H -0.261867 -3.668981 -2.748234 -0.745 0.398 -0.511
H 1.256380 -3.300312 -3.347255 -0.615 0.349 -0.369
C 0.083985 2.408425 2.183192 -3.079 -1.624 -2.684
H -0.485548 1.963109 2.919534 -1.194 -0.960 1.704
N 0.703874 -3.547908 -2.528185 1.965 -2.552 -0.210
H 1.671047 0.604843 -0.249625 1.101 0.718 -0.733
H -0.058879 -1.950455 0.233004 -0.055 -0.480 0.919
H 1.054313 2.279012 2.343581 4.213 -0.906 0.371
C -1.777891 1.829314 0.386606 -1.078 -1.672 2.626
H 0.181943 2.340579 -0.103996 -0.374 -0.173 2.032
C 1.014132 0.043944 0.330438 -3.119 -2.678 -0.264
H 1.013924 -2.348812 -1.729364 -1.236 -0.443 -0.277
```
Positions in Å, forces in eV/Å.

---

5.
A cluster of 2 separate species, C2H6N3 in total. Source: the Open Molecules 2025 dataset; level of theory: ωB97M-V with the def2-TZVPD basis set.

Relative energy (zero: lowest compared OMol25 entry of this formula, charge and spin): 311.23 kJ/mol
HOMO energy: -14.821 eV
Max |F|: 4.1 eV/Å
Charge: +1

XYZ file:
```
11
Properties=species:S:1:pos:R:3:forces:R:3
H 0.837644 -0.342930 1.416615 -0.547 1.120 0.284
H -3.128971 -2.285061 -0.957975 -0.032 -0.307 0.175
H 0.060289 1.256302 0.730433 -0.132 2.343 0.391
C -1.851667 -1.050693 0.047094 -2.192 -0.192 -1.001
H 2.347012 1.680890 0.062378 -0.950 -1.732 -1.237
N 1.930445 0.814335 -0.419960 -1.160 1.922 0.815
H 1.026158 1.053033 -0.907020 2.098 0.072 0.041
H 2.603284 0.426255 -1.054017 0.155 -0.130 -0.365
N -2.799304 -1.406346 -0.596076 1.357 0.422 0.532
C 0.007344 0.265778 1.000335 0.567 -4.038 0.268
N -1.032232 -0.411561 0.678192 0.836 0.520 0.096
```
Positions in Å, forces in eV/Å.

---

6.
A structure of composition C3H4OS. Source: the Open Molecules 2025 dataset; level of theory: ωB97M-V with the def2-TZVPD basis set.

Relative energy (zero: lowest compared OMol25 entry of this formula, charge and spin): 387.86 kJ/mol
HOMO energy: -9.114 eV
Max |F|: 5.4 eV/Å
Charge: 0

XYZ file:
```
9
Properties=species:S:1:pos:R:3:forces:R:3
C -0.062151 0.054750 0.197912 1.828 1.055 -3.491
S 0.225266 1.577220 -0.308708 1.874 -0.450 -0.765
H -0.753349 -0.397676 1.941470 -1.153 -0.330 -0.457
O 0.188109 -2.254289 -0.458868 3.547 4.099 0.205
C 0.774311 -1.153634 -0.303989 -0.934 0.301 0.793
H 2.012046 -0.412974 -0.342564 -2.686 -3.267 -0.609
H -1.345533 1.238625 1.279024 -1.051 -4.278 -0.929
C -1.211032 -0.046089 0.966483 -2.567 1.482 4.329
H -2.029062 -0.759356 0.569917 1.142 1.388 0.925
```
Positions in Å, forces in eV/Å.

---

no.,orbital gap (eV),LUMO (eV)
1,7.0,-2.3
2,9.7,1.0
3,8.6,-6.9
4,7.6,-5.1
5,8.7,-6.2
6,7.8,-1.3